1.
# C4H8F2N

An isolated ion of composition C4H8F2N and charge +1 (wB97M-V/def2-TZVPD, the OMol25 dataset).

```
15
Properties=species:S:1:pos:R:3:forces:R:3
C 0.98112 -0.22798 -1.23528 1.722 2.384 3.075
N 0.22510 -0.32824 0.12479 -1.727 -2.827 -3.574
C 1.03148 0.12569 1.19723 5.296 0.155 0.605
C -0.95743 0.45439 0.04963 -2.720 1.441 -1.358
C -2.24303 -0.01986 -0.06403 2.560 1.938 1.287
F -3.26588 0.76900 -0.00769 -0.015 0.170 -0.547
F -2.58753 -1.24966 0.00523 -0.016 -1.237 -0.066
H 0.81796 0.86401 -1.41207 1.135 -1.030 -0.471
H 1.97303 -0.58686 -0.91945 0.148 1.040 -0.401
H 0.81087 -0.81390 -2.07092 -1.938 -1.424 -1.223
H -0.05497 -1.33259 0.15702 0.398 0.652 0.817
H 0.47947 0.31068 2.06416 -0.959 -0.565 1.468
H 1.94988 -0.61978 1.29889 -2.089 1.565 0.261
H 1.50798 1.15293 1.03186 -0.743 -1.392 -0.605
H -0.66806 1.50216 -0.21934 -1.053 -0.870 0.732
```
Forces are in eV/Å.

The total charge is +1. The value obtained for the relative energy (zero: lowest compared OMol25 entry of this formula, charge and spin) is 1.950 eV. The value obtained for the orbital gap is 11.3203 eV.

Calculated atomic charges, method natural (NBO), unit e: atom 1 (C): -0.3930, atom 2 (N): -0.3661, atom 3 (C): -0.4420, atom 4 (C): -0.2884, atom 5 (C): 0.8238, atom 6 (F): -0.2467, atom 7 (F): -0.2598, atom 8 (H): 0.2278, atom 9 (H): 0.2267, atom 10 (H): 0.2546, atom 11 (H): 0.4564, atom 12 (H): 0.2537, atom 13 (H): 0.2501, atom 14 (H): 0.2540, atom 15 (H): 0.2488

---

2.
# C4H8F3FeO5S

C4H8F3FeO5S as an isolated structure (wB97M-V/def2-TZVPD, the OMol25 dataset).

```
22
Properties=species:S:1:pos:R:3:forces:R:3
O -0.89964 -0.07319 1.78281 -1.090 0.120 -0.298
O -2.52755 -0.81319 1.54392 0.405 0.804 0.550
C -2.76004 -1.06502 0.22150 1.120 -0.582 -1.012
O -2.63495 0.20380 -0.46428 -0.499 0.090 0.714
C -2.46612 0.17611 -1.87367 0.335 -0.170 -1.293
Fe -2.04048 1.24884 1.05450 0.138 0.192 0.756
H -3.77906 -1.44800 0.05061 0.149 -0.131 0.558
H -1.98618 -1.73859 -0.18572 -0.376 0.008 0.007
H -2.49835 1.21380 -2.21910 -0.248 -0.330 -0.022
H -1.48291 -0.24180 -2.13132 -0.239 -0.007 0.142
H -3.25638 -0.44275 -2.32020 0.180 0.399 0.024
S 1.31651 0.44470 1.43197 2.094 -1.879 -1.175
O 1.49350 -0.68254 0.51223 -0.280 1.306 1.375
O 2.68442 0.91587 2.11359 -2.322 -0.238 -1.021
C 1.16997 1.95005 0.30718 0.504 1.774 -1.131
F 1.92146 1.80992 -0.75263 -0.313 -0.410 0.657
F -0.12867 1.99543 -0.09334 -0.041 -0.091 0.144
F 1.46012 3.05906 0.93631 -0.214 -0.614 0.205
C 3.31602 0.00943 3.04633 0.839 -0.979 1.337
H 4.38934 0.18357 2.93063 -0.260 0.262 0.223
H 3.15718 -1.06016 2.86893 -0.318 0.318 -0.547
H 2.92069 0.24732 4.03998 0.437 0.158 -0.193
```
Forces are in eV/Å.

The total charge is +2. The value obtained for the relative energy (zero: lowest compared OMol25 entry of this formula, charge and spin) is 3.993 eV. Its spin multiplicity is 6. The value obtained for the orbital gap (spin up / spin down) is 9.4818 / 6.3615 eV.

Calculated atomic charges, method natural (NBO), unit e: atom 1 (O): -0.7179, atom 2 (O): -0.2757, atom 3 (C): 0.1618, atom 4 (O): -0.6455, atom 5 (C): -0.2722, atom 6 (Fe): 1.6050, atom 7 (H): 0.2657, atom 8 (H): 0.2203, atom 9 (H): 0.2294, atom 10 (H): 0.2075, atom 11 (H): 0.2313, atom 12 (S): 1.7322, atom 13 (O): -0.6394, atom 14 (O): -0.5718, atom 15 (C): 0.8396, atom 16 (F): -0.2274, atom 17 (F): -0.3455, atom 18 (F): -0.2384, atom 19 (C): -0.2972, atom 20 (H): 0.2684, atom 21 (H): 0.2317, atom 22 (H): 0.2382

---

3.
# C4H8F3O5SSn

C4H8F3O5SSn as an isolated structure (wB97M-V/def2-TZVPD, the OMol25 dataset).

```
22
Properties=species:S:1:pos:R:3:forces:R:3
O 0.73257 -1.27136 0.33056 -4.826 -4.902 -8.019
O 0.75239 -1.02421 3.39413 -0.938 -0.857 1.335
C -0.17023 -0.10569 3.77196 -1.267 -0.440 2.273
O -0.26027 0.81217 2.63643 -3.308 1.368 1.695
C -1.11541 1.93092 2.72928 -0.803 0.808 0.082
Sn 1.12674 -0.14393 1.72713 8.544 4.213 0.471
H 0.11316 0.50319 4.65230 -0.048 -0.251 -0.300
H -1.17877 -0.54121 3.90963 0.278 0.213 0.075
H -1.12793 2.41366 1.74712 0.120 0.025 0.301
H -2.13746 1.59933 2.96230 0.308 0.071 0.015
H -0.74458 2.61083 3.51004 -0.152 -0.161 -0.342
S -0.44128 -1.61814 -0.66540 0.957 -1.930 2.153
O -1.45844 -2.46219 -0.08571 1.169 1.131 -1.214
O 0.22401 -2.12644 -1.98768 -0.061 1.148 1.688
C -1.23537 -0.00338 -1.18951 0.199 0.761 -0.305
F -2.08619 0.36209 -0.26043 -0.130 -0.198 0.461
F -0.29642 0.91581 -1.30617 0.208 -0.081 -0.040
F -1.86136 -0.16258 -2.33122 0.114 -0.414 -0.038
C -0.42243 -3.17764 -2.76287 -0.519 -0.726 -0.436
H 0.34124 -3.49559 -3.47481 -0.141 0.104 0.218
H -1.29087 -2.76377 -3.28458 0.223 -0.089 0.154
H -0.70629 -3.99634 -2.09421 0.074 0.208 -0.226
```
Forces are in eV/Å.

The total charge is +1. The value obtained for the orbital gap is 8.7364 eV.

Calculated atomic charges, method natural (NBO), unit e: atom 1 (O): -1.0216, atom 2 (O): -0.8702, atom 3 (C): 0.2303, atom 4 (O): -0.6715, atom 5 (C): -0.2594, atom 6 (Sn): 1.4811, atom 7 (H): 0.1731, atom 8 (H): 0.1635, atom 9 (H): 0.2167, atom 10 (H): 0.2073, atom 11 (H): 0.2159, atom 12 (S): 2.2258, atom 13 (O): -0.8123, atom 14 (O): -0.6604, atom 15 (C): 0.7879, atom 16 (F): -0.2792, atom 17 (F): -0.2794, atom 18 (F): -0.2686, atom 19 (C): -0.2646, atom 20 (H): 0.2431, atom 21 (H): 0.2160, atom 22 (H): 0.2266

---

| no. | E_tot (eV) |
| --- | --- |
| 1 | -11193.4977 |
| 2 | -67863.8516 |
| 3 | -39323.4978 |